{"formula": "C20H56BO6P2S", "method": "the ωB97M-V functional and the def2-TZVPD basis", "species": ["O", "P", "B", "P", "S", "H", "H", "H", "H", "H", "H", "C", "C", "O", "C", "C", "H", "H", "H", "H", "H", "H", "H", "H", "H", "H", "C", "C", "O", "C", "C", "H", "H", "H", "H", "H", "H", "H", "H", "H", "H", "C", "C", "O", "C", "C", "H", "H", "H", "H", "H", "H", "H", "H", "H", "H", "C", "C", "O", "C", "C", "H", "H", "H", "H", "H", "H", "H", "H", "H", "H", "C", "C", "O", "C", "C", "H", "H", "H", "H", "H", "H", "H", "H", "H", "H"], "xyz": [[4.5363, 1.5464, 3.4874], [4.5086, 2.5447, 2.3548], [6.0166, 2.7197, 1.1840], [7.5939, 3.0658, 2.2663], [8.5377, 4.8210, 2.1639], [4.2148, 3.8503, 2.8428], [3.3650, 2.3726, 1.5321], [6.1377, 1.6854, 0.5730], [5.8290, 3.6695, 0.4622], [7.2705, 2.7505, 3.6036], [8.4928, 1.9974, 2.0599], [1.4935, -1.8229, -0.2537], [2.8668, -1.1722, -0.3110], [3.1805, -0.3862, 0.8158], [3.2300, -1.0652, 2.0641], [4.2576, -2.1813, 2.1148], [0.7245, -1.0630, -0.0988], [1.2872, -2.3375, -1.1949], [1.4161, -2.5526, 0.5543], [2.9043, -0.4748, -1.1502], [3.6356, -1.9331, -0.4930], [2.2346, -1.4570, 2.3170], [3.4894, -0.2913, 2.7862], [4.0344, -2.9953, 1.4226], [4.2676, -2.6101, 3.1185], [5.2516, -1.7891, 1.8956], [0.6345, -2.4835, -6.6317], [0.2520, -2.6102, -5.1661], [1.2050, -2.0729, -4.2711], [1.4718, -0.6848, -4.4059], [0.2665, 0.2070, -4.1753], [1.6102, -2.9357, -6.8141], [-0.1059, -2.9961, -7.2485], [0.6705, -1.4433, -6.9568], [0.1803, -3.6635, -4.8923], [-0.7356, -2.1645, -4.9968], [1.9337, -0.4730, -5.3770], [2.2199, -0.4718, -3.6423], [-0.5160, 0.0669, -4.9231], [0.5725, 1.2527, -4.2171], [-0.1621, 0.0209, -3.1894], [-0.8656, 3.5096, -0.6670], [-1.1102, 4.0818, -2.0523], [-1.5971, 3.1378, -2.9943], [-2.8229, 2.5093, -2.6677], [-3.9954, 3.4643, -2.5272], [-0.1876, 2.6569, -0.7148], [-0.4082, 4.2707, -0.0337], [-1.7901, 3.1909, -0.1831], [-0.1694, 4.4300, -2.4781], [-1.7799, 4.9482, -1.9945], [-2.7186, 1.9093, -1.7562], [-3.0040, 1.8142, -3.4883], [-3.8570, 4.1523, -1.6912], [-4.9111, 2.8992, -2.3420], [-4.1269, 4.0543, -3.4355], [0.8133, -3.7487, 4.2910], [1.2379, -4.8947, 3.3882], [2.6394, -5.0861, 3.3174], [3.2972, -5.3654, 4.5384], [2.8520, -6.6611, 5.1962], [1.3052, -2.8229, 3.9912], [-0.2662, -3.6064, 4.2167], [1.0481, -3.9401, 5.3388], [0.9416, -4.6821, 2.3604], [0.7328, -5.8223, 3.6858], [3.1889, -4.5295, 5.2386], [4.3530, -5.4240, 4.2735], [1.8095, -6.6218, 5.5150], [3.4604, -6.8487, 6.0826], [2.9717, -7.5008, 4.5102], [-6.4902, 2.7852, 1.5643], [-6.7460, 3.4077, 0.2030], [-7.1597, 2.4838, -0.7910], [-8.3634, 1.7851, -0.5279], [-9.5802, 2.6817, -0.3743], [-5.7624, 1.9768, 1.4860], [-6.0916, 3.5421, 2.2412], [-7.4005, 2.3881, 2.0152], [-5.8209, 3.8287, -0.1895], [-7.4641, 4.2314, 0.2896], [-8.2539, 1.1436, 0.3541], [-8.4926, 1.1282, -1.3883], [-9.5100, 3.3226, 0.5052], [-10.4744, 2.0665, -0.2618], [-9.7046, 3.3148, -1.2537]], "atomic_forces_ev_per_a": [[-0.001, 0.026, -0.089], [0.037, -0.035, 0.196], [-0.080, 0.003, -0.124], [0.089, 0.088, 0.033], [-0.061, -0.118, -0.001], [-0.041, 0.001, -0.040], [0.007, 0.064, -0.039], [0.087, -0.016, 0.074], [-0.039, -0.008, 0.041], [-0.004, 0.004, -0.003], [0.010, 0.003, -0.034], [-0.069, 0.016, -0.020], [0.003, 0.028, -0.027], [-0.039, 0.015, -0.014], [-0.018, -0.016, 0.021], [0.015, -0.008, 0.005], [-0.008, -0.008, 0.013], [0.008, 0.017, -0.013], [0.041, -0.017, -0.015], [0.012, -0.029, -0.025], [0.005, -0.002, 0.035], [0.009, -0.003, -0.018], [0.002, 0.001, -0.001], [-0.010, -0.013, 0.017], [0.024, 0.007, 0.005], [-0.010, 0.021, -0.008], [0.003, -0.005, 0.002], [-0.009, 0.009, 0.007], [0.027, -0.035, 0.010], [0.008, 0.046, 0.095], [-0.030, 0.024, 0.004], [0.007, 0.011, 0.001], [0.007, -0.011, -0.002], [-0.013, 0.001, -0.002], [-0.018, -0.002, -0.009], [0.009, 0.018, 0.008], [-0.033, -0.014, -0.016], [0.044, -0.040, -0.031], [0.024, -0.007, -0.026], [-0.026, 0.010, 0.028], [-0.014, 0.001, -0.004], [0.003, -0.005, -0.015], [0.027, -0.032, 0.018], [0.005, 0.008, -0.054], [0.019, -0.015, 0.027], [-0.023, -0.004, 0.007], [-0.006, -0.008, 0.004], [0.017, -0.007, -0.003], [-0.003, 0.013, 0.008], [-0.002, 0.020, 0.009], [-0.019, -0.015, -0.005], [0.014, 0.004, 0.002], [-0.014, -0.004, 0.004], [0.002, -0.003, 0.004], [-0.008, 0.008, -0.013], [0.014, 0.002, -0.001], [0.011, -0.001, -0.009], [0.010, 0.053, 0.004], [-0.005, -0.059, -0.047], [-0.006, 0.032, -0.003], [0.007, 0.000, -0.001], [0.006, -0.003, 0.016], [0.002, 0.010, -0.014], [-0.016, -0.009, 0.005], [-0.021, -0.012, 0.004], [0.021, -0.006, 0.017], [-0.010, 0.008, -0.010], [0.006, -0.002, 0.017], [0.000, 0.007, 0.008], [0.005, -0.009, -0.005], [-0.011, 0.000, -0.004], [-0.003, -0.017, -0.012], [0.036, -0.003, -0.009], [-0.001, 0.007, -0.007], [0.013, 0.003, -0.002], [0.002, -0.002, -0.010], [-0.006, -0.007, 0.001], [0.014, -0.003, -0.003], [-0.005, 0.013, 0.007], [-0.004, 0.031, 0.020], [-0.027, -0.022, -0.008], [0.015, 0.012, 0.007], [-0.012, -0.011, 0.009], [-0.003, -0.008, 0.010], [-0.004, 0.002, -0.013], [0.006, 0.010, 0.005]], "lowdin_charge": [-0.550, 0.566, -0.830, 0.225, -0.123, -0.028, -0.030, -0.011, -0.008, -0.064, -0.069, -0.072, -0.283, -0.172, -0.270, -0.068, 0.077, 0.067, 0.054, 0.108, 0.109, 0.092, 0.083, 0.063, 0.067, 0.084, -0.083, -0.288, -0.166, -0.273, -0.076, 0.080, 0.073, 0.065, 0.117, 0.106, 0.108, 0.110, 0.067, 0.079, 0.079, -0.073, -0.277, -0.172, -0.283, -0.076, 0.081, 0.080, 0.064, 0.119, 0.105, 0.109, 0.116, 0.061, 0.067, 0.083, -0.071, -0.277, -0.169, -0.287, -0.083, 0.069, 0.077, 0.067, 0.113, 0.105, 0.109, 0.120, 0.064, 0.074, 0.079, -0.076, -0.278, -0.170, -0.282, -0.082, 0.084, 0.078, 0.065, 0.100, 0.109, 0.107, 0.118, 0.065, 0.075, 0.080], "e_homo_ev": -4.34, "charge": -1, "e_tot_ev": -64022.7135, "homo_lumo_gap_ev": 6.32, "e_lumo_ha": 0.0725}